[1]
The following is a quantum chemistry calculation of an isolated molecule of C5H6O2 in a non-equilibrium geometry, from OMol25.

```
13
Properties=species:S:1:pos:R:3
C 1.485 -0.925 0.181
C 0.157 0.025 0.285
O -0.098 0.348 -1.077
C -0.250 1.618 -1.439
O -0.419 2.570 -0.724
C -1.085 -0.560 0.893
C -2.146 -0.971 1.305
H 1.368 -1.908 -0.318
H 1.539 -0.930 1.237
H 2.362 -0.477 -0.337
H 0.325 0.962 0.879
H -0.155 1.631 -2.532
H -3.082 -1.381 1.646
```

For the lowest unoccupied orbital energy, the calculation gives 0.932 eV. For the energy relative to the best compared isomer or geometry (same formula, charge and spin), the calculation gives 62.34 kcal per mole. The HOMO-LUMO gap is 0.41601 hartree. As for the structure (SMILES): C#C[C@@H](C)OC=O. The calculation puts the electronic energy at -9374.393 eV.



[2]
The following is a quantum chemistry calculation of an isolated molecule of C17H24N2O5S in a non-equilibrium geometry, from OMol25.

```
49
Properties=species:S:1:pos:R:3
C 7.907 0.303 0.773
H 8.222 0.723 1.726
O 6.616 0.792 0.525
C 6.073 0.331 -0.692
C 4.674 0.912 -0.856
H 4.290 0.653 -1.843
H 4.740 1.999 -0.778
C 3.730 0.381 0.225
N 2.423 0.989 0.146
C 1.332 0.334 -0.310
O 1.349 -0.840 -0.632
C 0.084 1.158 -0.347
C -0.287 1.904 0.689
C -1.605 2.613 0.737
N -2.547 2.099 -0.224
S -3.646 0.956 0.314
O -3.967 1.316 1.665
O -4.695 0.915 -0.662
C -2.787 -0.610 0.287
C -1.801 -0.865 1.218
C -1.004 -1.987 1.089
C -1.206 -2.865 0.023
C -2.258 -2.630 -0.870
C -3.035 -1.498 -0.745
H -3.829 -1.275 -1.440
H -2.420 -3.337 -1.668
O -0.456 -3.959 -0.221
C 0.781 -4.081 0.449
H 1.286 -4.924 -0.020
H 1.376 -3.174 0.318
H 0.643 -4.291 1.514
H -0.221 -2.164 1.808
H -1.662 -0.181 2.040
C -2.005 1.899 -1.544
C -0.775 0.978 -1.566
H -0.179 1.189 -2.458
H -1.064 -0.074 -1.621
H -2.811 1.489 -2.153
H -1.734 2.884 -1.940
H -2.071 2.506 1.719
H -1.460 3.687 0.551
H 0.339 2.000 1.565
H 2.360 1.978 0.325
H 3.584 -0.694 0.099
H 4.167 0.576 1.207
H 6.714 0.647 -1.531
H 6.030 -0.770 -0.693
H 8.608 0.611 -0.013
H 7.912 -0.793 0.837
```

For the lowest unoccupied orbital energy, the calculation gives 0.563 eV. For the energy relative to the best compared isomer or geometry (same formula, charge and spin), the calculation gives 54.24 kcal per mole. The HOMO-LUMO gap is 0.33947 hartree. As for the structure (SMILES): COCCCNC(=O)C1=CCN(S(=O)(=O)c2ccc(OC)cc2)CC1. The calculation puts the electronic energy at -42070.439 eV.



[3]
The following is a quantum chemistry calculation of an isolated molecule of C5H8N2 in a non-equilibrium geometry, from OMol25.

```
15
Properties=species:S:1:pos:R:3
C 0.545 0.088 -2.378
C 0.109 -0.060 -0.956
C -0.880 -0.881 -0.469
N -0.970 -0.742 0.887
C -0.032 0.195 1.287
N -0.160 0.642 2.572
C 0.536 0.767 0.055
H 0.481 1.135 -2.702
H 1.590 -0.225 -2.514
H -0.077 -0.514 -3.051
H -1.513 -1.582 -1.000
H -1.642 -1.190 1.495
H 0.593 0.359 3.242
H -0.047 1.677 2.680
H 1.466 0.331 0.851
```

For the lowest unoccupied orbital energy, the calculation gives 0.858 eV. For the energy relative to the best compared isomer or geometry (same formula, charge and spin), the calculation gives 73.65 kcal per mole. The HOMO-LUMO gap is 0.32692 hartree. As for the structure (SMILES): Cc1c[nH]c(N)c1. The calculation puts the electronic energy at -8291.802 eV.



[4]
The following is a quantum chemistry calculation of a 3-piece molecular cluster, C23H32ClN5O17P3 overall in a non-equilibrium geometry, from OMol25.

```
81
Properties=species:S:1:pos:R:3
C 3.115 -2.111 -2.138
C 2.371 -0.979 -2.816
O 2.203 0.091 -1.837
P 2.445 1.536 -2.446
O 1.664 1.780 -3.659
C 2.165 2.779 -1.167
C 0.822 2.660 -0.399
N 0.243 1.329 -0.415
C -0.617 0.857 -1.336
N -1.133 -0.378 -1.251
C -1.913 -0.505 -2.299
P -2.816 -2.056 -2.605
O -3.147 -2.216 -4.013
O -1.938 -3.217 -2.071
O -4.101 -2.092 -1.694
N -1.913 0.600 -3.025
Cl -2.775 0.841 -4.447
N -1.072 1.502 -2.428
C -0.844 2.792 -3.045
C -1.892 3.889 -2.694
C -3.245 3.392 -2.258
N -3.308 2.624 -1.042
O -4.240 3.652 -2.914
P 0.717 0.201 0.907
O 2.269 0.655 1.095
O 0.034 0.950 2.170
O 3.991 1.627 -2.801
C 4.922 1.283 -1.749
C 5.693 2.496 -1.234
H 2.718 -3.075 -2.420
H 2.946 -2.006 -1.072
H 4.183 -2.040 -2.284
H 1.401 -1.305 -3.169
H 2.896 -0.615 -3.686
H 2.970 2.696 -0.447
H 2.274 3.762 -1.601
H 1.015 2.906 0.639
H 0.136 3.428 -0.724
H -1.757 -3.834 -2.790
H -4.384 -1.221 -1.398
H -0.879 2.629 -4.111
H 0.138 3.168 -2.837
H -1.968 4.569 -3.526
H -1.475 4.451 -1.860
H -3.642 3.223 -0.298
H -3.996 1.905 -1.214
H 2.345 1.465 1.619
H -0.341 1.813 1.941
H 4.438 0.803 -0.903
H 5.599 0.547 -2.159
H 5.736 3.294 -1.958
H 5.246 2.824 -0.303
H 6.681 2.153 -0.960
C -1.308 -8.659 0.908
C -2.409 -8.104 1.435
C -3.116 -6.957 0.766
O -4.116 -6.512 1.292
C -2.558 -6.439 -0.474
C -1.460 -6.991 -0.995
C -0.766 -8.151 -0.341
O 0.219 -8.604 -0.890
O -0.902 -6.559 -2.126
O -2.952 -8.518 2.570
H -0.794 -9.484 1.380
H -3.062 -5.606 -0.943
H -0.128 -7.136 -2.278
H -3.734 -7.956 2.721
C -0.813 4.633 6.950
C -1.150 4.518 5.660
C -0.568 3.448 4.782
O -0.938 3.398 3.617
C 0.400 2.536 5.350
C 0.744 2.649 6.643
C 0.145 3.705 7.532
O 0.493 3.732 8.693
O 1.620 1.851 7.223
O -2.016 5.333 5.067
H -1.227 5.398 7.591
H 0.819 1.778 4.702
H 1.683 2.143 8.154
H -2.085 5.033 4.144
```

For the lowest unoccupied orbital energy, the calculation gives -3.554 eV. The HOMO-LUMO gap is 0.28385 hartree. The calculation puts the electronic energy at -107014.120 eV. Its total charge is +1.



[5]
The following is a quantum chemistry calculation of C17H40Cl2N6SW as an isolated structure, from OMol25.

```
67
Properties=species:S:1:pos:R:3
W -0.342 0.365 -0.291
C 3.382 0.893 0.491
C 3.014 -0.465 -0.032
N 1.752 -0.471 -0.879
C 1.747 -1.827 -1.544
C 0.343 -2.298 -1.765
N -0.538 -1.115 -2.008
C -0.441 -0.623 -3.456
C 0.319 0.664 -3.710
C -0.362 1.901 -3.166
N -0.170 2.106 -1.677
C 1.099 2.850 -1.386
C 1.199 3.066 0.101
N 1.052 1.771 0.873
C 2.373 1.355 1.501
H 3.521 1.620 -0.315
H 4.355 0.818 0.980
H 2.850 -1.166 0.788
H 3.808 -0.868 -0.663
H 1.953 0.189 -1.630
H 2.264 -2.528 -0.890
H 2.326 -1.760 -2.466
H -0.023 -2.829 -0.890
H 0.275 -2.985 -2.609
H -1.479 -1.497 -1.964
H -1.466 -0.503 -3.809
H -0.003 -1.439 -4.029
H 0.355 0.774 -4.797
H 1.373 0.606 -3.421
H -1.437 1.841 -3.346
H -0.002 2.800 -3.667
H -0.915 2.757 -1.423
H 1.091 3.811 -1.903
H 1.938 2.282 -1.785
H 0.410 3.749 0.430
H 2.146 3.539 0.359
H 0.542 2.022 1.711
H 2.152 0.555 2.211
H 2.728 2.216 2.069
C -1.145 -0.573 2.501
C -2.117 0.569 2.359
N -1.669 1.506 1.263
C -2.819 2.300 0.718
C -3.750 1.428 -0.099
S -2.819 0.092 -0.904
C -3.256 -1.407 0.085
C -2.075 -2.110 0.756
N -0.925 -1.232 1.168
H -1.511 -1.303 3.225
H -0.171 -0.237 2.865
H -2.194 1.119 3.298
H -3.118 0.220 2.124
H -1.117 2.217 1.734
H -2.411 3.113 0.118
H -3.367 2.763 1.543
H -4.236 1.997 -0.892
H -4.541 0.954 0.481
H -3.745 -2.093 -0.607
H -4.022 -1.089 0.789
H -1.678 -2.877 0.096
H -2.447 -2.641 1.636
H -0.146 -1.882 1.331
Cl 1.318 -3.975 5.248
C 2.317 -3.809 3.856
Cl 1.565 -2.604 2.651
H 2.398 -4.749 3.324
H 3.280 -3.389 4.120
```

The spin multiplicity is 3. For the lowest unoccupied orbital energy (spin up / spin down), the calculation gives -13.155 / -13.856 eV. For the energy relative to the best compared isomer or geometry (same formula, charge and spin), the calculation gives 7.53 kcal per mole. The HOMO-LUMO gap (spin up / spin down) is 0.25686 / 0.23111 hartree. The calculation puts the electronic energy at -64885.040 eV. Its total charge is +4.



[6]
The following is a quantum chemistry calculation of an isolated molecule of C3H5NO2, from OMol25.

```
11
Properties=species:S:1:pos:R:3
N -1.714 -1.184 0.511
C -0.734 -0.466 0.192
C -0.105 0.674 0.947
O 1.088 0.981 0.250
C 1.132 0.138 -0.875
O -0.168 -0.390 -1.054
H -1.929 -1.814 -0.262
H -0.911 1.386 0.744
H 0.098 0.668 2.019
H 1.423 0.710 -1.759
H 1.819 -0.703 -0.710
```

For the lowest unoccupied orbital energy, the calculation gives 0.843 eV. For the energy relative to the best compared isomer or geometry (same formula, charge and spin), the calculation gives 39.44 kcal per mole. The HOMO-LUMO gap is 0.40815 hartree. As for the structure (SMILES): [H]/N=C1/COCO1. The calculation puts the electronic energy at -8775.984 eV.



[7]
The following is a quantum chemistry calculation of C16H37AlBrCl6GaN2O6P as an isolated structure in a non-equilibrium geometry, from OMol25.

```
71
Properties=species:S:1:pos:R:3
C -4.416 1.742 -2.744
C -3.182 0.703 -2.453
P -1.439 1.400 -2.879
C -0.675 2.375 -1.424
Ga -0.086 -0.561 -3.009
H -5.146 1.232 -3.512
H -4.998 1.882 -1.715
H -4.091 2.773 -3.201
H -3.343 -0.218 -3.195
H -3.163 0.259 -1.370
H -0.645 3.549 -1.581
H 0.464 2.043 -1.322
H -1.160 2.114 -0.365
H -0.756 -1.536 -4.096
H 1.451 -0.215 -3.308
H -0.281 -1.272 -1.555
Al -3.444 -1.783 -1.863
C 3.783 -2.048 -4.517
Cl 4.169 -0.369 -4.121
Cl 2.255 -2.159 -5.400
H 4.583 -2.461 -5.136
H 3.701 -2.622 -3.590
O -4.651 -5.346 2.497
Cl -4.451 -4.136 1.724
O -3.071 -4.063 1.288
O -4.760 -2.981 2.545
O -5.324 -4.152 0.566
C 0.060 7.314 1.317
C -0.569 6.300 0.400
O 0.030 5.278 0.071
C -1.961 6.585 -0.099
H 1.063 6.976 1.598
H 0.145 8.276 0.806
H -0.540 7.417 2.225
H -1.966 7.515 -0.674
H -2.651 6.656 0.745
H -2.287 5.768 -0.751
Br -2.391 7.943 -2.127
C -0.394 -3.862 3.345
C -1.214 -3.286 4.511
C -0.365 -3.316 5.793
O -2.260 -4.073 4.699
H -0.078 -4.898 3.525
H -0.962 -3.843 2.406
H 0.514 -3.268 3.189
H -1.365 -2.224 4.276
H -0.048 -4.332 6.063
H -0.911 -2.897 6.647
H 0.544 -2.717 5.661
N -3.889 1.389 1.229
H -3.560 2.097 1.896
H -4.642 1.785 0.654
H -3.112 1.100 0.624
H -4.244 0.574 1.743
Cl -5.304 -7.213 3.491
N 5.683 -3.838 -3.235
C 6.968 -3.441 -3.367
C 8.055 -4.284 -3.201
C 7.813 -5.614 -2.875
C 6.501 -6.052 -2.730
C 5.480 -5.136 -2.921
H 7.105 -2.394 -3.619
H 9.066 -3.912 -3.322
H 8.641 -6.304 -2.735
H 6.279 -7.083 -2.477
H 4.438 -5.430 -2.823
C 1.019 6.495 4.899
Cl 2.131 6.950 3.602
Cl -0.342 5.558 4.270
H 1.557 5.892 5.634
H 0.637 7.402 5.374
```

For the lowest unoccupied orbital energy, the calculation gives -2.573 eV. For the energy relative to the best compared isomer or geometry (same formula, charge and spin), the calculation gives 103.31 kcal per mole. The HOMO-LUMO gap is 0.03772 hartree. The calculation puts the electronic energy at -245874.631 eV. Its total charge is -1.



[8]
The following is a quantum chemistry calculation of C10H17NOZr as an isolated structure in a non-equilibrium geometry, from OMol25.

```
30
Properties=species:S:1:pos:R:3
C -1.483 1.162 -2.609
C -0.089 0.896 -2.821
C 0.678 1.793 -2.000
C -0.261 2.643 -1.288
C -1.596 2.217 -1.639
Zr -0.460 0.474 -0.398
N -1.739 -1.457 -0.811
C -1.257 -2.639 -1.347
C 0.155 -1.888 -1.441
H 1.756 1.918 -2.028
H 0.322 0.194 -3.542
H 0.000 3.509 -0.685
H -2.521 2.687 -1.316
H -2.308 0.683 -3.133
H 0.518 -1.812 -2.468
H -1.666 -2.924 -2.328
H -2.742 -1.493 -0.622
H 0.885 -2.304 -0.741
H -1.226 -3.485 -0.644
C 2.011 0.971 3.011
C 1.273 -0.168 2.339
C 0.316 -0.903 3.259
O 0.593 0.318 1.178
H 1.308 1.724 3.390
H 2.700 1.461 2.317
H 2.598 0.600 3.857
H 2.021 -0.889 1.996
H -0.432 -0.219 3.681
H -0.215 -1.709 2.739
H 0.862 -1.359 4.094
```

For the lowest unoccupied orbital energy (spin up / spin down), the calculation gives -0.210 / -0.209 eV. For the energy relative to the best compared isomer or geometry (same formula, charge and spin), the calculation gives 11.50 kcal per mole. The HOMO-LUMO gap (spin up / spin down) is 0.24256 / 0.24251 hartree. The calculation puts the electronic energy at -15461.544 eV.